C19H31N3O2 | ωB97M-V with the def2-TZVPD basis set

```
! wB97M-V def2-TZVPD RIJCOSX def2/J DEFGRID3
* xyz 0 1
H 7.22 2.31 -1.56
O 6.55 1.46 0.66
H -5.40 -1.31 3.48
C -2.55 -2.26 1.78
H 5.60 3.00 -1.83
H -4.04 -0.27 3.04
H 2.45 4.59 -0.38
C 2.85 2.80 -1.12
H -7.80 0.42 -0.20
H 4.22 -1.17 -1.88
H -6.84 0.12 2.05
H 1.82 0.71 0.46
C -6.88 -0.13 -0.08
C 2.18 0.40 -0.52
H -1.82 -3.07 1.90
C 3.33 1.35 -0.94
C -4.46 -1.54 0.24
C -5.04 -1.37 -1.03
H 2.52 4.26 1.91
H 2.61 -1.64 -2.49
H 0.53 1.48 -1.43
C -5.13 -1.01 1.37
H 1.29 0.30 -2.51
H 5.96 1.33 -2.35
H -2.02 -1.31 1.90
C 0.98 0.49 -1.48
H 0.21 -0.24 -1.20
H 3.53 -2.73 -1.44
N -2.16 -1.85 -0.57
N 4.46 1.22 -0.01
H 3.33 -1.16 0.44
H -4.55 -1.79 -1.91
H 1.77 -1.69 -0.13
C -3.17 -2.34 0.38
H -4.19 -3.31 2.73
C -4.58 -1.18 2.76
H -1.33 -2.45 -0.55
C 3.29 -1.69 -1.64
H -2.54 -1.77 -1.50
H -3.16 -2.40 3.85
C 2.63 -1.08 -0.39
N 2.74 3.66 -0.10
H -6.66 -0.54 -2.18
C 6.15 2.09 -1.59
C -6.23 -0.67 -1.19
C -6.33 -0.30 1.19
H 3.66 1.03 -1.93
H 4.28 0.85 0.91
H 2.48 2.51 1.66
O 2.60 3.21 -2.25
H -3.41 -3.39 0.16
H 4.03 3.40 1.55
C -3.63 -2.38 2.86
C 5.73 1.57 -0.23
C 2.96 3.44 1.34
*
```

Calculated values
HOMO energy = -8.94 eV
Gap between HOMO and LUMO = 9.5 eV
SMILES string = CC[C@H](C)[C@H](NC(C)=O)C(=O)NC.N[C@H]1CCCc2ccccc21
Energy relative to the best compared isomer or geometry (same formula, charge and spin) = 0.00 kcal per mole
Maximum force = 0.041 hartree/bohr
E = -28772.6769 eV

Löwdin population analysis, charges in e, atoms 1 to 4: H 0.087; O 0.033; H 0.115; C -0.168